Here is a structure of composition C39H38F10FeN8OPS2 in a non-equilibrium geometry from the Open Molecules 2025 dataset. Energies are from ωB97M-V/def2-TZVPD.

Calculated values
- Multiplicity: 5
- Kohn-Sham gap (alpha / beta): 4.66 / 4.70 eV
- Net charge: -1
- Calculated total energy: -5422.2750 hartree

```
100
C39H38F10FeN8OPS2 ωB97M-V/def2-TZVPD
Fe -1.0605 0.2827 0.4284
C -1.3302 3.1152 2.2776
N -2.0034 1.8767 1.9209
C -3.3719 2.1920 1.4953
C -4.1120 1.0252 0.8775
N -3.2668 0.4172 -0.1210
C -3.8683 -0.4131 -1.0048
C -3.2656 -0.6759 -2.2612
F -2.1318 -0.0508 -2.6052
C -3.7856 -1.5334 -3.2022
F -3.1435 -1.7042 -4.3699
C -4.9852 -2.1955 -2.9865
F -5.5015 -3.0258 -3.9145
C -5.6265 -1.9648 -1.7918
F -6.7812 -2.6008 -1.5210
C -5.0835 -1.1113 -0.8441
F -5.7645 -1.0569 0.3307
C -1.9483 0.9472 3.0652
C -2.0546 -0.5482 2.7507
N -0.7479 -1.0634 2.3078
C -0.6307 -2.4083 2.1910
C 0.6372 -2.9381 1.8377
F 1.6501 -2.0709 1.5531
C 0.9438 -4.2728 1.7263
F 2.1951 -4.6469 1.4189
C -0.0311 -5.2261 1.9449
F 0.2467 -6.5403 1.8644
C -1.2986 -4.7797 2.2547
F -2.2775 -5.6768 2.4394
C -1.5930 -3.4309 2.3631
F -2.8934 -3.1453 2.5923
H -1.8136 3.5945 3.1440
H -0.2887 2.9127 2.5242
H -1.3443 3.7928 1.4250
H -3.9272 2.5821 2.3657
H -3.2862 2.9894 0.7534
H -4.4497 0.3543 1.6816
H -5.0327 1.4406 0.4425
H -0.9740 1.0947 3.5396
H -2.7152 1.1729 3.8248
H -2.4043 -1.0218 3.6780
H -2.8311 -0.7368 2.0073
C 2.1999 -0.7548 -2.7493
C 1.1512 -0.9786 -1.6845
N 0.7601 0.0228 -0.9610
N 1.4984 1.2082 -1.2139
C 0.7822 2.2823 -1.2395
S -0.8987 2.4452 -1.0994
S 1.8215 3.7532 -1.5074
C 2.4292 3.3425 -3.1723
C 1.3985 3.5098 -4.2537
C 1.3675 4.6735 -5.0167
C 0.4042 4.8569 -5.9968
C -0.5516 3.8748 -6.2212
C -0.5357 2.7147 -5.4613
C 0.4354 2.5330 -4.4876
C 0.5758 -2.3242 -1.5388
C 1.3077 -3.4441 -1.9832
C 0.8078 -4.7251 -1.9685
C -0.5174 -4.9167 -1.5448
C -1.2603 -3.8658 -1.0877
C -0.7241 -2.5411 -0.9775
O -1.4207 -1.6577 -0.3889
H 1.7783 -0.1155 -3.5267
H 3.0611 -0.2215 -2.3471
H 2.5156 -1.6761 -3.2208
H 3.2624 4.0255 -3.3485
H 2.8154 2.3245 -3.1336
H 2.1058 5.4476 -4.8354
H 0.3981 5.7675 -6.5835
H -1.3139 4.0196 -6.9766
H -1.2879 1.9498 -5.6056
H 0.4174 1.6368 -3.8815
H 2.3251 -3.3089 -2.3250
H 1.4151 -5.5591 -2.2944
H -0.9546 -5.9097 -1.5682
H -2.2783 -3.9976 -0.7392
C 3.6339 1.5638 4.3612
N 3.1780 0.1416 4.0528
C 4.1900 -0.4911 3.0869
N 4.3742 0.3123 1.9358
C 4.7631 1.6676 2.3012
N 3.7851 2.3219 3.1724
C 2.4947 2.5424 2.4772
P 1.6702 0.9914 1.8453
C 1.7830 0.1322 3.4759
C 3.1958 0.3107 1.0506
H 4.5905 1.4693 4.8801
H 2.8840 1.9948 5.0247
H 3.1724 -0.4047 4.9129
H 3.7952 -1.4734 2.8298
H 5.1173 -0.5797 3.6576
H 4.8679 2.2545 1.3906
H 5.7235 1.6364 2.8231
H 2.6665 3.2178 1.6362
H 1.8196 3.0546 3.1672
H 1.4358 -0.8919 3.4018
H 1.1370 0.6473 4.1901
H 3.3815 0.9355 0.1770
H 3.0015 -0.6964 0.6861
```

Atomic partial charges in e from the Mulliken method, atoms 1 to 6: 0.953, -1.340, 1.242, -1.568, -1.147, 0.423


Here is a structure of composition C39H38IN8O5PtS in a non-equilibrium geometry from the Open Molecules 2025 dataset. Energies are from ωB97M-V/def2-TZVPD.

Calculated values
- Multiplicity: 1
- Kohn-Sham gap (alpha / beta): 5.60 / 5.36 eV
- Net charge: -1
- Calculated total energy: -3138.5308 hartree

```
93
C39H38IN8O5PtS ωB97M-V/def2-TZVPD
Pt 0.2239 -0.1749 0.2662
N 5.0260 -1.6011 5.5942
C 4.8427 -1.2420 4.2731
C 5.1907 0.0344 3.8233
C 4.9639 0.3973 2.5098
C 4.4029 -0.5124 1.6356
C 4.0239 -1.7689 2.0695
C 4.2522 -2.1373 3.3790
S 4.0124 -0.0569 -0.0448
O 4.9035 0.9684 -0.5173
O 3.9971 -1.2839 -0.8072
N 2.4673 0.4376 0.0854
C 2.1556 1.6228 0.5829
N 3.0412 2.4974 1.0518
C 2.5667 3.6155 1.5788
C 1.2112 3.9057 1.6623
C 0.3462 2.9567 1.1411
N 0.8018 1.8420 0.5905
H 5.6791 -1.0480 6.1227
H 5.0246 -2.5864 5.8037
H 5.6246 0.7366 4.5221
H 5.2081 1.3795 2.1412
H 3.5631 -2.4469 1.3686
H 3.9652 -3.1198 3.7259
H 3.3160 4.2938 1.9671
H 0.8414 4.8210 2.0963
H -0.7297 3.0852 1.1492
C 3.4539 3.7605 -2.8907
C 2.8775 2.3761 -2.9386
C 3.7100 1.3296 -3.3015
C 3.2397 0.0305 -3.3322
C 1.9394 -0.2286 -2.9666
C 1.0827 0.8067 -2.5930
N -0.2004 0.4570 -2.1332
C -1.0565 -0.3988 -2.8323
C -0.7628 -0.7888 -4.1408
C -1.5931 -1.6459 -4.8327
C -2.7543 -2.1201 -4.2436
C -3.0694 -1.7183 -2.9610
C -2.2434 -0.8658 -2.2378
C -2.6765 -0.5321 -0.8149
O -3.6450 -1.1373 -0.3506
O -2.0165 0.3575 -0.1850
C 1.5410 2.1309 -2.6050
C 0.6506 3.2954 -2.2593
H 4.4790 3.7422 -3.2531
H 3.4640 4.1226 -1.8642
H 2.8794 4.4654 -3.4914
H 4.7456 1.5325 -3.5268
H 3.8964 -0.7848 -3.5915
H 1.5784 -1.2451 -2.9311
H -0.7081 1.1588 -1.6015
H 0.1196 -0.3934 -4.6242
H -1.3356 -1.9379 -5.8420
H -3.4103 -2.7828 -4.7896
H -3.9734 -2.0593 -2.4747
H -0.3834 2.9990 -2.1070
H 0.6696 4.0372 -3.0589
H 0.9933 3.7928 -1.3512
C 4.2149 -6.2422 4.2876
C 2.8542 -6.3879 3.6740
C 1.8758 -5.4134 3.8123
C 0.6132 -5.5787 3.2705
C 0.2994 -6.7439 2.5810
N -0.9668 -7.0009 2.0465
C -2.0301 -6.1734 1.7444
O -3.1669 -6.5843 1.9028
N -1.8183 -4.9284 1.2277
C -0.7267 -4.2914 0.6328
C 0.4802 -4.9149 0.2931
C 1.4932 -4.1089 -0.2232
C 1.2712 -2.7763 -0.4691
N 0.0720 -2.1921 -0.2432
C -0.8940 -2.9525 0.3089
C 1.2773 -7.7282 2.4401
C 2.5354 -7.5443 2.9722
H 4.3550 -5.2470 4.6992
H 4.9919 -6.4290 3.5480
H 4.3403 -6.9653 5.0943
H 2.0934 -4.5114 4.3654
H -0.1360 -4.8139 3.4029
H -1.2816 -7.9560 2.1559
H -2.6820 -4.4013 1.1439
H 0.6277 -5.9743 0.3884
H 2.4570 -4.5332 -0.4583
H 2.0598 -2.1489 -0.8622
H -1.8453 -2.4662 0.4887
H 1.0409 -8.6359 1.9029
H 3.2843 -8.3132 2.8444
I 1.1522 0.3661 3.7229
C -0.0934 -0.6605 2.3098
H -1.1190 -0.3850 2.5582
H 0.0682 -1.7202 2.5104
```

Atomic partial charges in e from the Mulliken method, atoms 1 to 6: 2.251, -0.507, 1.164, -0.969, -0.240, -0.890


Here is a structure of composition C39H38N2NiO4S2Sb2 in a non-equilibrium geometry from the Open Molecules 2025 dataset. Energies are from ωB97M-V/def2-TZVPD.

Calculated values
- Multiplicity: 3
- Kohn-Sham gap (alpha / beta): 6.74 / 5.80 eV
- Net charge: 0
- Calculated total energy: -4704.3530 hartree

```
88
C39H38N2NiO4S2Sb2 ωB97M-V/def2-TZVPD
Ni 0.9448 -1.1260 -0.0528
C 1.8974 -3.2106 -2.3959
C 0.5925 -3.8803 -2.8753
C -0.5704 -3.6522 -1.9021
Sb -1.1428 -1.6109 -1.5098
C -3.1649 -2.1213 -1.0715
C -3.4069 -2.9790 0.0059
C -4.6963 -3.4157 0.2831
C -5.7597 -2.9970 -0.5072
C -5.5306 -2.1315 -1.5671
C -4.2397 -1.6903 -1.8506
C -1.4570 -1.0478 -3.5547
C -1.8125 -1.9539 -4.5579
C -1.9477 -1.5416 -5.8790
C -1.7435 -0.2071 -6.2144
C -1.4199 0.7126 -5.2262
C -1.2782 0.2907 -3.9055
Sb 2.2768 -1.2095 -3.0467
C 4.5858 -1.7632 -1.7800
C 4.1438 -1.2938 -3.1788
C 4.1964 -2.2160 -4.2962
C 4.5941 -3.4787 -4.1356
C 5.1075 -3.9456 -2.8354
C 5.1524 -3.1553 -1.7729
C 2.7402 1.7531 -1.8260
C 1.4909 2.3607 -1.7119
C 1.0564 3.2523 -2.6799
C 1.8547 3.5388 -3.7822
C 3.0956 2.9296 -3.9041
C 3.5363 2.0486 -2.9244
H 2.7829 -3.7763 -2.7064
H 1.9097 -3.1805 -1.3016
H 0.7820 -4.9549 -2.9414
H 0.3098 -3.5692 -3.8839
H -0.2862 -4.0485 -0.9254
H -1.4830 -4.1640 -2.2161
H -2.5888 -3.3038 0.6365
H -4.8686 -4.0818 1.1199
H -6.7634 -3.3443 -0.2951
H -6.3578 -1.7983 -2.1824
H -4.0850 -1.0132 -2.6836
H -1.9974 -2.9933 -4.3072
H -2.2161 -2.2602 -6.6442
H -1.8389 0.1108 -7.2456
H -1.2649 1.7542 -5.4844
H -1.0028 1.0186 -3.1451
H 4.1683 -0.2316 -3.3787
H 3.9491 -1.8587 -5.2901
H 4.6195 -4.1446 -4.9884
H 5.4739 -4.9615 -2.7511
H 5.5293 -3.5314 -0.8278
H 0.8526 2.1350 -0.8700
H 0.0873 3.7240 -2.5755
H 1.5164 4.2398 -4.5341
H 3.7259 3.1407 -4.7579
H 4.5232 1.6079 -3.0082
O 4.8913 2.8184 -0.1827
C 5.5217 1.6265 -0.4256
C 6.9022 1.5239 -0.3165
C 7.5389 0.3357 -0.6325
C 6.7927 -0.7422 -1.0838
C 5.4088 -0.6461 -1.1581
C 4.7391 0.5436 -0.8140
C 3.1914 0.7017 -0.8110
O 2.5760 -0.5412 -1.1666
N 2.7996 1.1070 0.5310
N 1.5782 0.7010 0.8325
C 1.0046 1.4556 1.7348
S 1.6775 2.9802 2.2961
C 0.3458 3.3534 3.4497
C -0.9082 2.6633 2.9419
S -0.4764 0.9727 2.4898
H 5.5205 3.4238 0.2252
H 7.4693 2.3904 0.0080
H 8.6157 0.2587 -0.5456
H 7.2750 -1.6661 -1.3761
H 3.7317 -1.8172 -1.1285
H 0.2155 4.4353 3.4640
H 0.6132 3.0116 4.4493
H -1.2884 3.1689 2.0550
H -1.6957 2.6174 3.6929
C -1.2876 -2.8935 3.2173
O -1.1020 -2.1201 2.0345
C 0.2227 -2.1037 1.5120
O 0.9703 -2.8383 2.1675
H -2.3598 -2.8871 3.4104
H -0.7542 -2.4518 4.0605
H -0.9260 -3.9100 3.0782
```

Atomic partial charges in e from the Mulliken method, atoms 1 to 6: 0.367, -0.580, -0.802, -1.372, 0.397, 0.541